*i*
A 2-piece molecular cluster, C4H10OSi overall, computed with wB97M-V/def2-TZVPD.

Properties
- 2S+1 = 1
- net charge = 0
- highest occupied orbital energy (eV) = -8.37

```
16
C4H10OSi (wB97M-V/def2-TZVPD)
H -1.069 3.695 2.497
C 0.266 -2.312 -0.462
C 1.138 -1.979 -1.663
O -2.242 2.492 1.033
H -0.128 -3.335 -0.589
C 1.752 -2.227 -0.262
H 2.088 -1.184 0.143
Si -2.160 1.065 0.267
H -0.492 3.401 0.857
H 1.353 -0.972 -2.025
H 2.448 -3.008 -0.099
H -0.360 -1.509 0.059
H 1.434 -2.766 -2.327
H -1.900 4.461 1.004
H -0.700 0.647 0.115
C -1.431 3.531 1.453
```

---

*ii*
A 2-piece molecular cluster, C4H10OSi overall, computed with wB97M-V/def2-TZVPD.

Properties
- 2S+1 = 1
- net charge = 0
- highest occupied orbital energy (eV) = -10.27

```
16
C4H10OSi (wB97M-V/def2-TZVPD)
H -2.021 -3.117 0.489
C 1.119 2.547 -0.188
H 0.850 -0.606 -1.559
C 0.397 -0.183 1.335
C -0.633 -2.845 -1.286
H 2.052 2.224 -0.446
C -1.614 -2.960 -0.454
O 0.083 -0.037 -1.386
Si 0.025 0.974 -0.097
H -1.487 1.175 -0.338
H 1.341 -0.624 1.036
H 0.728 3.463 -0.718
H 1.261 3.059 0.858
H -2.391 -2.524 -1.201
H 0.665 0.374 2.324
H -0.376 -0.922 1.631
```

---

The most stable arrangement is *i*, and the next structure is 0.0140 hartree less stable.

---

*i*
One molecule with the formula C3H11N5, computed with wB97M-V/def2-TZVPD.

Properties
- 2S+1 = 1
- net charge = 0
- highest occupied orbital energy (eV) = -7.97
- SMILES = [H]/N=C(\N)N(C)N(C)N

```
19
C3H11N5 (wB97M-V/def2-TZVPD)
H 3.180 0.498 -0.068
H -1.772 -1.582 -1.889
N -1.500 -0.756 -1.352
C -1.155 0.877 0.995
N 1.413 2.045 0.014
C -0.198 -2.024 0.321
N -0.216 -0.849 -0.557
N 2.334 -0.067 -0.055
H -1.585 1.770 0.533
H -0.951 -1.995 1.115
H -1.977 0.154 1.102
C 1.292 0.690 0.024
H 0.785 -2.124 0.792
H -0.382 -2.931 -0.265
H 0.643 2.485 -0.487
N -0.099 0.330 0.168
H -1.376 -0.035 -2.065
H -0.749 1.133 1.979
H 2.312 2.380 -0.303
```

---

*ii*
A 2-piece molecular cluster, C3H11N5 overall, computed with wB97M-V/def2-TZVPD.

Properties
- 2S+1 = 1
- net charge = 0
- highest occupied orbital energy (eV) = -9.04
- SMILES = C/N=C\N.N=C(N)N

```
19
C3H11N5 (wB97M-V/def2-TZVPD)
H 0.537 -1.957 1.012
C -1.532 0.753 -2.031
C 0.065 -0.829 -2.562
H 0.137 -1.399 -1.634
H -2.553 1.111 -2.123
N -0.020 0.618 2.754
H -1.249 1.771 -0.356
N -0.698 1.368 -1.106
H 0.779 0.000 -2.509
N -1.262 -0.241 -2.783
N 0.116 -1.089 1.253
H 0.349 -1.448 -3.411
N 2.124 -0.201 2.074
H 0.493 1.080 3.493
H 2.530 0.052 2.956
C 0.725 -0.170 2.090
H 2.490 -1.071 1.712
H -0.885 -1.140 1.375
H 0.004 0.762 -0.689
```

---

The most stable arrangement is *ii*, and the next structure is 0.0990 hartree less stable.

---

*i*
One molecule with the formula C19H22N2O3S, computed with wB97M-V/def2-TZVPD.

Properties
- 2S+1 = 1
- net charge = 0
- highest occupied orbital energy (eV) = -8.20
- SMILES = CC[C@H]1CCc2c(sc(NC(=O)[C@H]3CC=CC[C@@H]3C(=O)O)c2C#N)C1

```
47
C19H22N2O3S (wB97M-V/def2-TZVPD)
O -1.111 2.100 -0.117
S 1.348 1.384 -0.423
H -2.931 -0.252 -1.401
H 4.905 -1.126 -2.053
H -4.648 1.286 -1.895
H -5.463 -0.283 -1.771
H 5.664 2.586 1.130
N 0.535 -3.468 0.720
H -5.823 2.307 1.568
C -1.579 1.029 0.208
C 1.395 -1.153 0.094
H -3.416 2.620 1.560
C 2.861 0.517 -0.545
H -3.568 2.730 -0.192
C 0.946 -2.432 0.438
C 5.332 0.328 -0.532
C -3.959 -1.520 -0.090
C 4.129 1.185 -0.950
C -3.793 2.104 0.677
H -1.222 -0.974 0.566
O -4.957 -2.147 -0.297
H 4.187 2.179 -0.504
H 4.653 0.332 1.517
O -2.927 -2.033 0.610
H 6.471 1.739 2.444
C -5.263 1.853 0.767
H -6.867 0.815 -0.138
C 5.089 -1.120 -0.976
C -3.046 0.771 0.515
C -5.818 1.062 -0.138
H 4.157 -2.002 0.769
H 4.136 1.321 -2.037
H -3.097 0.235 1.468
C -4.942 0.489 -1.206
C -3.665 -0.118 -0.596
N -0.802 -0.085 0.314
C 2.737 -0.801 -0.251
H 6.236 -0.411 1.273
H 7.233 1.830 0.856
H 6.219 0.699 -1.056
H 5.981 -1.720 -0.788
H 3.604 -2.680 -0.756
C 6.281 1.725 1.373
C 3.892 -1.749 -0.262
C 0.546 -0.068 0.041
C 5.596 0.423 0.975
H -3.114 -2.947 0.879
```

---

*ii*
C19H22N2O3S as an isolated structure, computed with wB97M-V/def2-TZVPD.

Properties
- 2S+1 = 1
- net charge = 0
- highest occupied orbital energy (eV) = -7.99

```
47
C19H22N2O3S (wB97M-V/def2-TZVPD)
O 6.378 1.715 -0.484
H 5.744 -0.686 0.046
H 0.529 -1.216 1.887
C 6.238 0.704 -1.308
H 2.123 -0.127 -0.392
N 3.933 0.347 -0.736
H 5.888 1.177 -2.319
C -6.924 -0.015 -2.136
C 5.049 2.401 -0.454
H 5.120 3.231 0.477
H 4.579 2.821 -1.107
H 1.869 -3.236 0.320
H 2.981 -1.606 -1.178
C -7.691 0.747 -1.182
H 4.068 -2.055 1.010
C -3.946 1.316 1.783
O -0.006 -2.661 -0.736
C -0.088 -1.955 0.144
H -5.103 -0.735 -2.587
C 4.134 1.195 0.163
C -5.569 -0.197 -1.793
C 3.064 -1.444 0.854
H 4.494 1.258 1.028
H 1.990 -3.183 2.208
C -1.440 -1.004 0.268
C -7.072 1.383 0.069
H -3.694 2.411 1.584
C 1.969 -2.648 0.972
H -7.379 -0.306 -3.037
H -3.697 1.067 3.003
C -3.133 0.207 1.056
O -5.332 1.222 1.832
H -7.832 1.795 1.001
S -2.503 -1.445 -0.960
H -8.776 1.039 -1.383
N 0.811 -1.738 1.135
C -1.972 -0.307 1.367
H 3.006 -0.735 1.717
C -3.701 -0.146 -0.224
H 5.260 -1.112 -1.394
C -5.773 0.856 0.165
H 3.137 1.898 0.428
H 7.178 0.483 -1.335
H -1.235 -0.093 2.161
C -5.069 0.093 -0.718
C 5.462 -0.216 -0.878
C 2.926 -0.501 -0.336
```

---

The most stable arrangement is *i*, and the next structure is 0.7404 hartree less stable.

---

*i*
One molecule with the formula C8H9NO2S, computed with wB97M-V/def2-TZVPD.

Properties
- 2S+1 = 1
- net charge = 0
- highest occupied orbital energy (spin up / spin down) (eV) = -8.20 / -8.71

```
21
C8H9NO2S (wB97M-V/def2-TZVPD)
H -1.130 -0.499 -3.676
S -2.234 -0.093 -0.296
H -1.273 0.840 4.019
H 2.488 1.077 1.810
H -0.701 -1.014 2.613
C -0.892 1.031 3.079
C -1.585 -1.097 -2.798
C 0.810 -0.100 -0.022
C 3.001 0.730 0.850
O -2.619 1.314 -0.488
C 0.058 -0.024 1.024
C 2.279 0.128 -0.085
H -2.617 -1.162 -2.875
C -0.518 0.023 2.239
C 0.219 -0.452 -1.388
H 4.171 0.712 0.862
O 0.926 -0.755 -2.315
H 2.740 -0.154 -0.978
H -0.688 2.151 2.969
H -1.326 -2.125 -3.063
N -1.108 -0.531 -1.480
```

---

*ii*
One molecule with the formula C8H9NO2S, computed with wB97M-V/def2-TZVPD.

Properties
- 2S+1 = 1
- net charge = 0
- highest occupied orbital energy (eV) = -8.59

```
21
C8H9NO2S (wB97M-V/def2-TZVPD)
C 0.909 -1.623 -0.309
H -3.688 -1.442 0.540
C -2.787 0.468 0.219
C -0.411 -0.959 -0.129
S 2.216 -0.385 0.051
N 1.737 2.271 0.252
H 1.619 1.314 -1.632
C -2.771 -0.914 0.322
H -1.593 -2.707 0.270
H 2.306 3.028 -0.105
C -0.488 0.406 -0.247
H 1.988 1.983 1.191
C -1.613 1.158 -0.067
C -1.595 -1.632 0.164
H -1.592 2.235 -0.140
O 3.392 -0.768 -0.695
O 2.360 -0.226 1.477
H 1.089 -1.936 -1.336
H 1.061 -2.463 0.366
H -3.707 1.013 0.373
C 1.566 1.181 -0.565
```

---

The most stable arrangement is *ii*, and the next structure is 0.0929 hartree less stable.